ORCA calculation (wB97M-V/def2-TZVPD) on a structure of composition C19H34N2O3P2V in a non-equilibrium geometry.

The value obtained for the gap between HOMO and LUMO (alpha / beta) is 0.281 / 0.298 hartree. The value obtained for the total energy is -73638.9172 eV. As for the highest occupied orbital energy (alpha / beta): -7.91 / -7.80 eV. The calculation puts the LUMO energy (alpha / beta) at -0.25 / 0.32 eV. Its multiplicity is 2.

Geometry as XYZ:
```
61
C19H34N2O3P2V, DFT wB97M-V/def2-TZVPD
V 0.10 0.10 -0.55
P 2.49 -0.29 -1.51
P -2.03 0.66 0.63
N -0.58 0.13 -2.14
H 0.05 -1.31 -0.01
C 3.15 -1.99 -1.65
H 4.13 -1.97 -2.16
H 2.44 -2.59 -2.25
H 3.25 -2.44 -0.66
C 3.86 0.65 -0.74
H 4.81 0.41 -1.25
H 3.93 0.42 0.33
H 3.64 1.72 -0.84
C 2.53 0.30 -3.23
H 3.54 0.18 -3.65
H 2.24 1.36 -3.26
H 1.80 -0.27 -3.83
C -3.08 -0.73 1.22
H -4.01 -0.35 1.67
H -2.55 -1.29 1.98
H -3.21 -1.44 0.39
C -2.07 1.92 1.94
H -3.03 2.03 2.45
H -1.51 2.81 1.63
H -1.46 1.57 2.79
C -3.16 1.48 -0.53
H -4.09 1.70 0.01
H -3.34 0.80 -1.37
H -2.69 2.41 -0.89
C -1.05 0.33 -3.38
C -2.00 -0.58 -5.47
C -1.48 -0.78 -4.20
C -1.18 1.64 -3.97
C -1.71 1.81 -5.25
C -2.12 0.71 -6.01
H -2.31 -1.44 -6.06
H -1.38 -1.78 -3.77
H -0.85 2.49 -3.37
H -1.80 2.82 -5.66
H -2.53 0.85 -7.01
C 1.97 -0.10 2.20
O 1.81 0.58 1.13
C 2.34 -1.52 2.02
H 2.43 -2.08 2.96
H 3.30 -1.48 1.48
H 1.58 -2.03 1.39
C 2.18 0.52 3.56
H 1.72 -0.05 4.38
H 1.80 1.54 3.63
H 3.23 0.50 3.82
O -0.81 -2.97 2.73
C -0.89 -1.79 3.03
C -1.57 -1.23 4.30
C -0.55 -0.19 4.69
C -0.14 0.20 3.27
O -0.01 1.45 3.10
N -0.32 -0.75 2.33
H -2.52 -0.74 4.06
H -1.70 -1.98 5.08
H -0.88 0.72 5.22
H 0.31 -0.65 5.19
```

natural (NBO) atomic charge list, values in e, 8 entries:
1 V 0.841
2 P 0.967
3 P 0.982
4 N -0.601
5 H -0.167
6 C -0.933
7 H 0.227
8 H 0.250